(1)
20
Properties=species:S:1:pos:R:3:forces:R:3:nbo_charge:R:1 method="wB97M-V/def2-TZVPD" homo_lumo_gap_ev=9.254 fmax_ev_per_a=3.404 e_above_lowest_kcal_mol=80.75 charge=0
C 0.4104 -2.8063 -0.5550 1.43 1.37 1.42 -0.409
N 0.5482 -1.2996 -0.2519 -2.23 -0.56 -1.24 -0.703
C -0.4976 -0.2702 -0.1784 -1.83 0.66 -1.44 0.001
C 0.2015 1.2032 -0.2943 1.58 -0.85 -1.41 -0.463
C 0.9217 1.6073 0.9621 0.87 -0.61 0.77 -0.178
C 0.3611 2.3834 1.8996 -1.17 1.92 -2.53 -0.399
C -1.6877 -0.3077 -1.2625 1.18 1.70 1.26 -0.634
H 1.3576 -3.2755 -1.0330 -1.38 1.13 1.11 0.213
H -0.3959 -3.0651 -1.2494 -0.05 0.54 0.24 0.200
H 0.2065 -3.2345 0.4783 0.26 -0.20 -1.55 0.194
H 1.2891 -0.6736 -0.2043 2.96 -0.89 -0.42 0.383
H -1.0112 -0.4144 0.7705 -0.13 0.66 0.35 0.169
H -0.4904 2.0253 -0.4229 -0.77 -0.31 -0.45 0.227
H 0.8958 1.1692 -1.2631 -1.37 -0.01 1.96 0.206
H 1.9380 1.1901 1.2536 -1.62 -0.39 -0.32 0.199
H 0.5855 2.2356 2.8811 1.49 0.18 2.64 0.187
H -0.2979 3.3126 1.7446 0.15 -2.16 -0.23 0.193
H -1.4641 -0.0318 -2.2700 0.78 0.45 -0.62 0.202
H -2.1021 -1.2314 -1.3455 -0.70 -3.33 -0.09 0.202
H -2.6050 0.2326 -1.0059 0.55 0.70 0.53 0.210

---

(2)
20
Properties=species:S:1:pos:R:3:forces:R:3:nbo_charge:R:1 method="wB97M-V/def2-TZVPD" homo_lumo_gap_ev=8.259 fmax_ev_per_a=5.949 e_above_lowest_kcal_mol=101.47 charge=0
C -0.3032 -0.2285 -0.4294 -4.79 2.87 -1.35 -0.106
C 0.5252 0.6569 0.2822 5.07 -2.78 1.40 -0.408
C 2.0909 -0.5876 0.4158 -1.47 2.61 0.86 -0.222
C -0.9515 -1.4210 0.2136 -0.15 0.06 0.02 -0.656
N 2.9545 -0.5018 -0.7049 0.16 -0.13 -0.45 -0.839
C -1.7376 1.2904 -0.5477 0.37 -2.35 -0.20 -0.213
C -2.6293 1.4680 0.4227 0.31 -0.37 -0.16 -0.481
H -0.0649 -0.3650 -1.4825 0.06 0.05 0.08 0.204
H 2.6476 -1.0564 -1.4951 -0.01 0.17 0.08 0.358
H 3.1265 0.4498 -1.0063 0.00 -0.16 0.03 0.361
H 0.9585 1.4863 -0.2687 -0.14 0.02 0.10 0.209
H 0.2667 0.8675 1.3165 -0.12 0.08 -0.16 0.208
H 1.8290 -1.6190 0.6414 -0.44 0.13 -0.19 0.184
H 2.5383 -0.1580 1.3109 0.31 -0.12 -0.07 0.178
H -1.8034 1.8795 -1.4656 0.26 -0.19 0.07 0.177
H -0.4064 -2.3379 -0.0283 0.03 0.07 0.06 0.217
H -0.9933 -1.3220 1.2999 0.01 0.01 -0.04 0.212
H -1.9714 -1.5362 -0.1628 0.15 -0.05 0.06 0.236
H -3.4756 2.1547 0.3468 0.39 0.13 0.00 0.199
H -2.6006 0.8803 1.3415 -0.01 -0.04 -0.14 0.184

---

no.,E (eV),LUMO energy (hartree)
1,-7919.3313,0.0424
2,-7918.4329,0.0398